{"formula": "C4H14N3", "method": "ωB97M-V with the def2-TZVPD basis set", "symbols": ["C", "C", "N", "N", "N", "H", "H", "H", "H", "H", "H", "H", "H", "C", "C", "H", "H", "H", "H", "H", "H"], "coordinates": [[-0.4675, 1.8870, -0.9653], [-1.4404, 0.3159, 0.6653], [-0.5589, 1.2698, 0.3562], [-2.5271, 0.1225, -0.1977], [-1.5105, -0.2995, 1.8434], [0.1075, 1.5601, 1.0408], [-2.1002, 0.1886, -1.1114], [-2.9915, -0.7822, -0.0825], [-0.8361, -0.0631, 2.5634], [-2.0122, -1.1515, 2.0221], [-1.3565, 2.3143, -1.4474], [0.0445, 1.2553, -1.7380], [0.3227, 2.6803, -0.9847], [2.6702, -0.7999, -0.1923], [1.2334, -1.4402, -0.2726], [2.5967, -0.1034, 0.6161], [3.3945, -1.6824, -0.2055], [2.7164, -0.1268, -1.1006], [0.7891, -1.5581, 0.7050], [0.5396, -1.0788, -1.0274], [1.3863, -2.5080, -0.4870]], "forces_ev_per_a": [[2.1, 0.7, -1.7], [-2.3, 0.4, -0.1], [-0.9, -0.6, -0.5], [2.5, -0.6, 0.3], [1.4, 0.7, 0.6], [0.3, 0.0, 0.3], [-0.8, 0.0, -0.8], [0.1, 0.5, 0.0], [-0.1, -0.1, -0.2], [-0.3, 0.1, -0.3], [-0.1, -0.2, 0.9], [-0.8, -0.4, 0.8], [-1.0, -0.3, 0.8], [-1.8, -0.5, -2.2], [1.2, -1.8, 0.1], [1.1, 0.0, 0.9], [-0.5, 2.0, 0.4], [0.7, -1.0, 0.8], [-0.4, 0.6, 0.4], [0.0, 0.3, 0.1], [-0.2, 0.2, -0.5]], "nbo_charge": [-0.48, 0.69, -0.54, -0.75, -0.75, 0.43, 0.40, 0.41, 0.42, 0.44, 0.25, 0.23, 0.26, -0.62, -0.63, 0.20, 0.25, 0.21, 0.19, 0.19, 0.23], "e_homo_ev": -15.113, "energy_ha": -324.821328, "mol_weight_g_mol": 104.2, "charge": 1, "lumo_energy_ev": -3.10, "homo_lumo_gap_ev": 12.014}

{"formula": "C30H28FIN3O5Os", "method": "ωB97M-V with the def2-TZVPD basis set", "symbols": ["Os", "O", "C", "C", "C", "N", "C", "C", "C", "O", "O", "C", "O", "O", "H", "H", "H", "C", "C", "C", "C", "C", "C", "C", "C", "C", "C", "C", "C", "N", "C", "C", "C", "C", "C", "C", "F", "H", "H", "H", "H", "H", "H", "H", "H", "H", "H", "H", "H", "H", "H", "H", "H", "H", "H", "H", "H", "H", "I", "C", "C", "C", "C", "C", "N", "H", "H", "H", "H"], "coordinates": [[0.5803, -0.4852, 0.3159], [1.9108, -6.0229, 2.3385], [1.6504, -4.7825, 1.9306], [2.2046, -3.6499, 2.5469], [1.8650, -2.4174, 2.0439], [1.0500, -2.3250, 0.9981], [0.4929, -3.3790, 0.4022], [0.7731, -4.6479, 0.8394], [-0.4333, -2.9666, -0.7344], [-0.9964, -3.7617, -1.4258], [-0.5385, -1.6380, -0.8600], [2.3057, -1.0516, 2.5479], [3.1370, -0.9318, 3.4020], [1.6672, -0.0480, 1.9532], [2.5018, -6.0354, 3.1017], [2.8744, -3.7181, 3.3944], [0.3265, -5.5122, 0.3696], [-1.1753, -0.2415, 3.2430], [-1.6608, 1.1362, 2.7833], [-0.5548, 2.1891, 2.8159], [-2.4591, 0.9923, 1.4945], [-3.8326, 0.8080, 1.6422], [-4.6690, 0.6308, 0.5561], [-4.1399, 0.6079, -0.7220], [-2.7778, 0.7659, -0.9375], [-2.2432, 0.7131, -2.3589], [-2.7509, -0.5195, -3.1102], [-2.6008, 1.9895, -3.1275], [-1.9536, 0.9718, 0.1855], [-0.5492, 1.1558, -0.0909], [-0.2040, 2.3710, -0.6463], [-0.9461, 3.5397, -0.3968], [-0.5962, 4.7350, -0.9848], [0.4851, 4.8003, -1.8611], [1.2137, 3.6588, -2.1594], [0.8622, 2.4787, -1.5515], [1.5255, 1.3578, -1.8766], [-0.5945, -0.1634, 4.1628], [-0.5351, -0.7144, 2.4890], [-2.0179, -0.9114, 3.4147], [-2.3962, 1.4593, 3.5260], [0.3218, 1.9175, 2.2345], [-0.2225, 2.3188, 3.8467], [-0.9181, 3.1558, 2.4697], [-4.2494, 0.8227, 2.6415], [-5.7329, 0.5104, 0.7064], [-4.7953, 0.4633, -1.5698], [-1.1556, 0.6328, -2.3187], [-3.8277, -0.4719, -3.2736], [-2.5227, -1.4379, -2.5730], [-2.2773, -0.5699, -4.0912], [-3.6836, 2.0946, -3.2162], [-2.1864, 1.9503, -4.1356], [-2.2188, 2.8849, -2.6347], [-1.8007, 3.4783, 0.2629], [-1.1721, 5.6241, -0.7713], [0.7534, 5.7397, -2.3233], [2.0387, 3.6698, -2.8582], [3.8084, 1.9092, 0.3123], [3.9456, -0.0306, -0.4411], [5.2140, -0.5295, -0.7214], [5.3214, -1.7515, -1.3555], [4.1650, -2.4268, -1.7248], [2.9509, -1.8658, -1.3971], [2.8343, -0.7015, -0.7389], [6.0884, 0.0475, -0.4604], [6.2967, -2.1590, -1.5844], [4.2010, -3.3639, -2.2603], [2.0227, -2.3489, -1.6781]], "forces_ev_per_a": [[0.0, 0.3, 0.0], [0.0, 0.0, 0.0], [0.0, 0.0, 0.0], [0.0, 0.1, 0.0], [0.1, -0.1, 0.0], [-0.1, -0.1, 0.0], [0.0, -0.1, 0.0], [0.0, 0.1, 0.0], [0.0, 0.0, 0.0], [0.0, 0.0, 0.0], [0.0, 0.0, -0.1], [0.1, 0.0, 0.1], [-0.1, 0.0, 0.0], [0.2, 0.1, -0.2], [0.0, 0.0, 0.0], [0.0, 0.0, 0.0], [0.0, 0.0, 0.0], [-0.1, 0.0, 0.0], [0.0, 0.0, 0.0], [0.0, 0.0, 0.0], [0.0, -0.1, 0.0], [0.0, 0.1, 0.0], [0.0, 0.0, 0.0], [0.0, 0.0, 0.0], [0.0, 0.0, 0.0], [0.0, 0.0, 0.0], [0.0, 0.0, 0.0], [0.0, 0.0, 0.0], [0.0, -0.1, 0.0], [0.3, -0.2, 0.0], [0.0, 0.1, -0.1], [0.0, 0.0, 0.0], [0.0, 0.0, 0.0], [0.0, 0.0, 0.0], [0.0, 0.0, 0.0], [-0.1, 0.0, 0.1], [-0.1, -0.1, -0.1], [0.0, 0.0, 0.0], [-0.2, 0.0, 0.1], [0.0, 0.0, 0.0], [0.0, 0.0, 0.0], [0.0, 0.0, -0.1], [0.0, 0.0, 0.0], [0.0, 0.0, 0.0], [0.0, 0.0, 0.0], [0.0, 0.0, 0.0], [0.0, 0.0, 0.0], [0.0, 0.0, 0.0], [0.0, 0.0, 0.0], [0.0, 0.0, 0.0], [0.0, 0.0, 0.0], [0.0, 0.0, 0.0], [0.0, 0.0, 0.0], [0.0, 0.0, 0.0], [0.0, 0.0, 0.0], [0.0, 0.0, 0.0], [0.0, 0.0, 0.0], [0.0, 0.0, 0.0], [0.0, -0.1, 0.2], [0.0, 0.1, -0.2], [-0.1, 0.0, 0.0], [0.0, 0.0, 0.0], [0.0, 0.0, 0.0], [0.0, 0.0, 0.0], [-0.1, -0.1, 0.1], [0.0, 0.0, 0.0], [0.0, 0.0, 0.0], [0.0, 0.0, 0.0], [0.0, 0.0, 0.0]], "mulliken_spin": [2.79, 0.01, 0.02, 0.00, 0.03, -0.06, 0.03, 0.00, 0.01, 0.03, 0.09, -0.01, 0.03, 0.11, 0.00, 0.00, 0.00, 0.03, 0.04, -0.01, -0.09, -0.02, 0.02, -0.01, 0.06, 0.00, 0.01, 0.00, 0.12, 0.30, -0.02, 0.13, -0.04, 0.12, -0.06, 0.11, 0.01, 0.00, 0.01, 0.00, 0.00, 0.01, 0.00, 0.00, 0.00, 0.00, 0.00, 0.00, 0.00, 0.00, 0.00, 0.00, 0.00, 0.00, 0.00, 0.00, 0.01, 0.00, 0.00, 0.01, 0.00, 0.00, 0.00, 0.01, 0.14, 0.00, 0.00, 0.00, 0.02], "e_homo_ev": [-11.110, -11.423], "energy_ha": -2188.486930, "mol_weight_g_mol": 846.7, "charge": 1, "lumo_energy_ev": [-3.32, -5.22], "spin_multiplicity": 5, "s2": 6.0329, "homo_lumo_gap_ev": [7.786, 6.202]}

{"formula": "C3H6O2", "method": "ωB97M-V with the def2-TZVPD basis set", "symbols": ["O", "C", "C", "C", "O", "H", "H", "H", "H", "H", "H"], "coordinates": [[-0.9749, 0.5313, -1.7897], [-0.9662, 0.7618, 0.7017], [0.1894, 0.1476, 0.1686], [1.2893, -0.7861, 0.5142], [0.1882, -1.1935, -0.2641], [-0.8305, -0.4358, -1.8483], [-0.8540, 1.8145, 0.9672], [-1.9264, 0.3315, 0.9950], [0.2786, 0.7880, -0.8387], [1.3900, -1.4259, 1.3932], [2.2164, -0.5335, 0.0009]], "forces_ev_per_a": [[0.0, 0.1, -0.6], [-0.2, 0.4, 1.4], [-0.5, -0.1, -0.5], [0.4, 0.1, 0.0], [0.0, -0.6, 0.0], [-0.3, 0.6, -0.1], [0.0, -0.2, -0.2], [0.5, -0.3, -0.6], [0.2, -0.3, 0.4], [-0.1, 0.8, 0.3], [0.0, -0.4, -0.1]], "nbo_charge": [-0.76, -0.15, -0.06, -0.07, -0.50, 0.44, 0.19, 0.21, 0.31, 0.20, 0.19], "e_homo_ev": [-9.646, -8.591], "energy_ha": -268.142372, "mol_weight_g_mol": 74.1, "lumo_energy_ev": [-0.47, -1.47], "homo_lumo_gap_ev": [9.181, 7.123]}

{"formula": "C17H16I2N6OPt", "method": "ωB97M-V with the def2-TZVPD basis set", "symbols": ["Pt", "I", "C", "C", "C", "I", "C", "C", "C", "C", "N", "C", "C", "O", "H", "H", "H", "H", "N", "C", "C", "C", "C", "N", "H", "H", "H", "H", "H", "H", "H", "H", "H", "H", "H", "H", "N", "C", "C", "C", "N", "C", "N"], "coordinates": [[-0.0987, -0.3175, 0.7215], [-3.5865, -4.0729, 0.1228], [-3.7709, -2.0040, 0.1710], [-5.0412, -1.4036, 0.1464], [-5.1969, -0.0442, 0.1687], [-7.1264, 0.7515, 0.0957], [-4.0603, 0.8009, 0.2397], [-4.0768, 2.2139, 0.2783], [-2.9045, 2.9111, 0.3505], [-1.6846, 2.2220, 0.4167], [-1.6380, 0.9086, 0.3970], [-2.7983, 0.1806, 0.2862], [-2.6271, -1.2371, 0.2164], [-1.4028, -1.7306, 0.1846], [-5.9127, -2.0426, 0.1048], [-5.0247, 2.7337, 0.2448], [-2.8928, 3.9909, 0.3715], [-0.7424, 2.7461, 0.4898], [3.3431, 0.2676, -0.6402], [3.2398, -0.3334, -1.9635], [2.1423, -1.3870, -2.0611], [2.3869, -2.5963, -1.1459], [1.3572, -2.9164, -0.0709], [1.1038, -1.9598, 1.0433], [3.8769, 1.1289, -0.6927], [3.8480, -0.3420, -0.0074], [4.1857, -0.8042, -2.2716], [3.0355, 0.4602, -2.6834], [2.1174, -1.7084, -3.1047], [1.1632, -0.9494, -1.8400], [3.3955, -2.5332, -0.7229], [2.3800, -3.5140, -1.7391], [1.6570, -3.8670, 0.3789], [0.3825, -3.0698, -0.5325], [1.9365, -1.8254, 1.6085], [0.4076, -2.4130, 1.6336], [1.1322, 1.1090, 1.3431], [1.8268, 2.0338, 1.3696], [2.6555, 3.1359, 1.4020], [2.4492, 4.1504, 2.3649], [2.2715, 4.9658, 3.1606], [3.7095, 3.1790, 0.4606], [4.5817, 3.1818, -0.2958]], "forces_ev_per_a": [[0.0, -0.1, -0.3], [0.0, 0.0, 0.0], [0.1, 0.0, -0.1], [-0.1, 0.0, 0.0], [0.0, 0.0, 0.0], [0.0, 0.0, 0.0], [0.0, -0.1, 0.0], [0.0, 0.0, 0.0], [0.0, 0.0, 0.0], [0.0, 0.0, 0.0], [-0.3, 0.3, 0.2], [0.0, -0.1, -0.1], [0.0, 0.1, -0.1], [-0.3, 0.2, 0.2], [0.0, 0.0, 0.0], [0.0, 0.0, 0.0], [0.0, 0.0, 0.0], [0.0, 0.0, 0.1], [0.0, -0.1, 0.0], [0.1, -0.1, 0.0], [-0.1, 0.1, 0.1], [0.1, 0.1, 0.1], [-0.2, -0.3, -0.2], [0.3, 0.1, 0.1], [0.0, -0.1, 0.0], [0.1, 0.0, 0.0], [0.0, 0.0, -0.1], [0.0, 0.0, 0.0], [-0.1, -0.1, 0.0], [0.1, 0.1, 0.0], [-0.1, 0.0, 0.1], [0.1, 0.0, -0.1], [-0.1, 0.0, 0.1], [0.0, 0.0, -0.1], [0.0, 0.2, -0.1], [0.3, -0.3, 0.2], [0.2, -0.2, -0.2], [-0.2, 0.0, 0.2], [0.0, -0.1, -0.1], [0.0, 0.1, 0.1], [0.0, 0.0, 0.0], [0.2, 0.2, 0.2], [-0.1, 0.0, 0.0]], "nbo_charge": [0.88, 0.18, -0.26, -0.23, -0.17, 0.16, -0.11, -0.10, -0.25, 0.10, -0.41, 0.09, 0.38, -0.74, 0.24, 0.24, 0.24, 0.23, -0.87, -0.21, -0.41, -0.42, -0.22, -0.76, 0.39, 0.34, 0.16, 0.20, 0.21, 0.21, 0.20, 0.23, 0.19, 0.23, 0.40, 0.41, -0.53, 0.51, -0.59, 0.30, -0.35, 0.32, -0.40], "e_homo_ev": -8.016, "energy_ha": -1775.892188, "mol_weight_g_mol": 769.2, "lumo_energy_ev": -1.01, "homo_lumo_gap_ev": 7.009}

{"formula": "C7H7F3N2O", "method": "ωB97M-V with the def2-TZVPD basis set", "symbols": ["C", "C", "C", "C", "C", "C", "C", "N", "N", "O", "F", "F", "F", "H", "H", "H", "H", "H", "H", "H"], "coordinates": [[1.0695, -0.4812, -0.7487], [-0.5394, 0.0440, 1.0260], [-1.1425, -1.8094, -0.5805], [-1.5253, -0.5365, -1.2131], [-0.2794, -0.5759, -0.2927], [0.4389, 1.5009, 2.7225], [1.4766, -0.0516, -2.0915], [1.5217, 1.1025, 0.6700], [0.5405, 0.9098, 1.4002], [-1.4987, -0.1048, 1.7404], [0.8436, 1.0572, -2.5778], [2.7826, 0.1956, -2.2042], [1.1941, -1.0322, -2.9896], [-1.7254, -2.1688, 0.2545], [-0.6773, -2.5744, -1.1836], [-1.3405, -0.3853, -2.2648], [-2.3708, 0.0037, -0.8105], [0.7485, 0.7681, 3.4678], [1.0849, 2.3738, 2.7726], [-0.6017, 1.7645, 2.9028]], "forces_ev_per_a": [[2.1, 1.0, 2.3], [-1.3, -1.2, -0.6], [0.1, 0.0, 0.1], [-0.3, 0.3, 0.1], [-1.0, 0.2, -0.1], [-0.1, 0.4, 0.8], [-0.2, 0.6, -0.6], [-1.2, -2.3, -2.1], [1.3, 0.8, -0.1], [0.5, 0.2, -0.3], [0.0, 0.2, 0.0], [0.1, 0.1, 0.2], [-0.2, -0.2, 0.4], [0.0, 0.0, 0.1], [0.1, 0.0, -0.1], [0.1, 0.0, 0.0], [-0.1, -0.1, 0.0], [0.0, 0.0, 0.0], [0.0, -0.1, -0.1], [0.1, 0.0, 0.0]], "nbo_charge": [-0.01, 0.68, -0.34, -0.37, -0.33, -0.44, 0.86, -0.02, -0.16, -0.53, -0.35, -0.31, -0.33, 0.24, 0.24, 0.24, 0.23, 0.23, 0.24, 0.24], "e_homo_ev": [-7.976, -7.977], "energy_ha": -755.096704, "mol_weight_g_mol": 192.1, "lumo_energy_ev": [-1.18, -1.18], "homo_lumo_gap_ev": [6.799, 6.802]}

{"formula": "ClH2O2PS2", "method": "ωB97M-V with the def2-TZVPD basis set", "symbols": ["O", "P", "O", "S", "S", "Cl", "H", "H"], "coordinates": [[-0.7009, 0.5923, -0.9112], [-0.0980, -0.0852, 0.4688], [-0.6510, 0.8193, 1.6594], [-0.7178, -1.9998, 0.3706], [2.0105, 0.1714, 0.4800], [2.3872, -0.8398, -1.5544], [-0.9582, 0.0236, -1.6478], [-1.2719, 1.3183, 1.1346]], "forces_ev_per_a": [[0.8, 1.3, 1.7], [-1.2, -4.3, -2.6], [1.0, -0.3, -0.8], [0.9, 2.0, 0.6], [0.0, -0.8, -2.4], [-0.6, 1.3, 2.7], [0.2, -0.5, 0.5], [-1.2, 1.3, 0.2]], "nbo_charge": [-1.02, 1.60, -0.94, -0.58, 0.03, -0.14, 0.54, 0.51], "e_homo_ev": -9.028, "energy_ha": -1749.643585, "smiles": "OP(O)(=S)SCl", "mol_weight_g_mol": 164.6, "lumo_energy_ev": -2.33, "homo_lumo_gap_ev": 6.694}